The molecule C2H2IN3 in a non-equilibrium geometry. Source: OMol25; level of theory: wB97M-V/def2-TZVPD.

Last column: natural (NBO) charge in e.
Geometry (Å):
C  0.08  -0.72  -0.21  -0.0893
C  -0.50  0.49  -0.15  -0.4467
N  1.50  -0.77  -0.17  -0.3246
N  1.70  1.46  -0.34  -0.0417
N  1.96  0.35  -0.23  0.2189
I  -2.51  0.73  0.31  0.1869
H  -0.34  -1.69  -0.21  0.2371
H  0.09  1.51  -0.22  0.2593

The HOMO energy is -8.982 eV. Its energy is -14673.2759 eV.